{"formula": "C7H14", "method": "the ωB97M-V functional and the def2-TZVPD basis", "species": ["C", "C", "C", "C", "C", "C", "C", "H", "H", "H", "H", "H", "H", "H", "H", "H", "H", "H", "H", "H", "H"], "coordinates": [[2.3326, -0.0310, 0.3188], [1.1248, 0.4306, -0.4630], [-0.0366, -0.3537, -1.0922], [-0.9053, -1.5920, -0.9285], [-0.2433, 0.5236, 0.1149], [-0.3882, -0.1788, 1.4611], [-1.2392, 1.6182, -0.1225], [2.4634, 0.5865, 1.2171], [3.2361, 0.0765, -0.2889], [2.2590, -1.0751, 0.6301], [1.3446, 1.2990, -1.0854], [-0.2469, 0.1180, -2.0549], [-1.2540, -1.9237, -1.9052], [-1.8120, -1.2467, -0.3990], [-0.5121, -2.4275, -0.3520], [-1.4241, -0.4476, 1.7008], [-0.0358, 0.5076, 2.2395], [0.2117, -1.0924, 1.5482], [-1.1325, 2.0016, -1.1422], [-2.2466, 1.1751, -0.0504], [-1.1690, 2.4331, 0.5985]], "mulliken_charge": [-1.444, 0.138, -0.416, -1.242, 1.337, -1.677, -1.442, 0.305, 0.402, 0.309, 0.427, 0.269, 0.356, 0.245, 0.285, 0.413, 0.400, 0.338, 0.356, 0.285, 0.353], "gap_ha": 0.36219, "e_above_lowest_kcal_mol": 40.6, "e_homo_ha": -0.32541, "smiles": "C[C@@H]1[C@H](C)C1(C)C", "total_energy_ha": -275.05158, "fmax_ev_per_a": 0.5}